{
  "formula": "C13H29O9Si",
  "method": "ωB97M-V/def2-TZVPD",
  "total_charge": -1,
  "homo_lumo_gap_ev": 3.79,
  "energy_ev": -40256.5360,
  "symbols": ["C", "Si", "C", "C", "C", "H", "H", "H", "H", "H", "H", "H", "H", "H", "H", "H", "C", "O", "C", "O", "O", "C", "H", "H", "H", "H", "H", "H", "C", "O", "C", "O", "O", "C", "H", "H", "H", "H", "H", "H", "C", "O", "C", "O", "O", "C", "H", "H", "H", "H", "H", "H"],
  "xyz": [[-2.54210, -5.73861, -0.41103], [-1.65484, -4.44196, 0.40474], [0.17820, -4.89223, 0.69987], [-2.36440, -4.00214, 2.12992], [-1.56888, -2.68099, -0.36946], [-3.53142, -5.46196, -0.79408], [-1.97875, -6.29511, -1.16569], [0.52109, -5.61138, -0.04882], [0.81002, -4.00127, 0.61783], [0.34555, -5.33118, 1.68677], [-1.94841, -4.64381, 2.91234], [-3.44235, -4.18961, 2.10383], [-2.19776, -2.95953, 2.42094], [-0.99542, -1.97857, 0.24642], [-2.58638, -2.28841, -0.47245], [-1.12066, -2.72227, -1.36692], [3.20837, -2.03061, 0.95538], [3.94327, -3.07660, 0.30236], [4.89842, -2.65653, -0.50891], [5.19973, -1.50819, -0.73124], [5.49421, -3.72193, -1.05400], [6.53795, -3.40589, -1.97620], [2.45324, -2.53080, 1.55206], [3.87680, -1.44082, 1.58051], [2.72998, -1.38673, 0.21993], [7.32729, -2.83925, -1.48452], [6.14986, -2.81999, -2.80791], [6.91139, -4.36388, -2.32456], [-1.23968, 2.29951, 0.94599], [-0.55126, 1.24009, 0.27786], [0.43494, 1.64035, -0.51478], [0.76576, 2.78834, -0.70512], [0.99245, 0.57070, -1.06930], [2.08978, 0.85159, -1.94383], [-2.04039, 1.82238, 1.50137], [-0.56583, 2.82963, 1.61755], [-1.64765, 3.00035, 0.22008], [2.89357, 1.34438, -1.39981], [1.76625, 1.48525, -2.76764], [2.42120, -0.11516, -2.30908], [-5.08141, 7.28046, 1.69285], [-4.38294, 6.21285, 1.04499], [-3.33769, 6.60280, 0.31290], [-2.96851, 7.74154, 0.17230], [-2.78057, 5.52611, -0.22914], [-1.62426, 5.78836, -1.03616], [-5.88920, 6.80323, 2.23822], [-4.41839, 7.81310, 2.37229], [-5.47272, 7.98175, 0.95796], [-0.84578, 6.26002, -0.44025], [-1.88226, 6.43598, -1.87167], [-1.28942, 4.81664, -1.38469]],
  "forces_ev_per_a": [[0.0, 0.0, -0.2], [0.2, 0.2, 0.3], [0.0, 0.1, -0.1], [-0.1, 0.0, 0.0], [0.0, -0.1, 0.0], [0.0, -0.2, 0.1], [0.0, 0.0, 0.0], [0.0, 0.0, 0.0], [0.0, 0.0, 0.0], [0.0, 0.0, 0.0], [0.0, 0.0, 0.0], [0.0, 0.1, 0.0], [0.0, 0.0, 0.0], [0.0, 0.0, 0.0], [0.0, 0.0, -0.1], [0.0, 0.0, 0.0], [-0.1, 0.0, 0.0], [0.0, 0.0, 0.0], [0.0, 0.1, 0.0], [0.0, 0.0, 0.0], [0.0, 0.0, 0.0], [0.0, 0.0, 0.0], [0.0, 0.0, 0.0], [0.0, 0.0, 0.0], [0.0, 0.0, 0.0], [0.0, 0.0, 0.0], [0.0, 0.0, 0.0], [0.0, 0.0, 0.0], [-0.1, 0.0, -0.1], [0.1, 0.0, 0.0], [0.0, 0.1, 0.0], [0.0, 0.0, 0.0], [0.1, 0.0, 0.0], [0.0, 0.0, 0.0], [0.0, 0.0, 0.0], [0.0, 0.0, 0.0], [0.0, 0.0, 0.1], [0.0, 0.0, 0.0], [0.0, 0.0, 0.0], [0.0, 0.0, 0.0], [0.0, 0.0, 0.0], [0.0, 0.0, 0.0], [0.0, 0.1, 0.0], [0.0, 0.0, 0.0], [0.0, 0.0, 0.0], [0.1, 0.0, 0.0], [0.0, 0.0, 0.0], [0.0, 0.0, 0.0], [0.0, 0.0, 0.0], [0.0, 0.0, 0.0], [0.0, 0.0, 0.0], [0.0, 0.0, 0.0]],
  "nbo_charge": [-1.498, 1.602, -1.098, -1.112, -1.125, 0.186, 0.189, 0.221, 0.192, 0.210, 0.209, 0.219, 0.194, 0.197, 0.207, 0.207, -0.258, -0.479, 0.980, -0.664, -0.493, -0.253, 0.216, 0.181, 0.197, 0.188, 0.190, 0.192, -0.253, -0.478, 0.983, -0.672, -0.483, -0.256, 0.204, 0.184, 0.189, 0.193, 0.187, 0.203, -0.254, -0.494, 0.979, -0.651, -0.493, -0.258, 0.195, 0.191, 0.191, 0.194, 0.189, 0.211]
}